## P
Entry from the OMol25 dataset: a 19-piece molecular cluster, H38O19 overall (ωB97M-V/def2-TZVPD).

The geometry in ORCA input format:
```
! wB97M-V def2-TZVPD RIJCOSX def2/J DEFGRID3
* xyz 0 1
O -4.08581 2.84428 0.34170
H -4.28672 2.07466 0.75896
H -3.73959 2.33246 -0.42953
O -0.21792 2.07511 0.64484
H 0.66826 2.13540 1.30218
H 0.36159 1.43078 0.03722
O 0.48740 -4.48748 0.37226
H 0.35450 -4.07334 -0.32015
H -0.34538 -4.91945 0.58698
O -2.50634 2.01958 -1.97716
H -3.30781 2.10876 -2.63506
H -2.15906 1.12258 -1.93242
O -4.49689 -0.19718 -1.30659
H -3.74127 -0.45056 -0.89631
H -5.03589 -0.91278 -1.30194
O 0.68443 -0.91807 4.27632
H -0.06569 -1.12654 3.81941
H 1.18480 -0.42103 3.65722
O 3.52354 -2.46117 0.73574
H 2.84993 -2.40492 0.05382
H 3.06342 -3.17561 1.20571
O 0.98880 1.35947 2.79010
H 1.90263 1.68848 2.58059
H 0.87096 1.62078 3.71231
O 2.66352 3.38538 -0.84092
H 1.97298 4.00231 -0.94163
H 2.33554 2.62217 -1.27284
O 0.17050 4.30708 -1.05841
H -0.85956 4.30817 -1.17208
H 0.19435 3.69597 -0.33849
O -1.67767 -0.10740 0.80781
H -0.83883 0.03990 0.92553
H -2.24123 0.61375 1.41295
O -4.25862 -0.59624 1.66034
H -4.93369 -0.14723 2.07431
H -4.15647 -1.19034 2.39846
O 4.33561 1.34434 -1.70646
H 4.77634 0.60748 -1.24114
H 4.64637 2.17481 -1.46439
O -1.80223 -3.21274 0.50258
H -1.64978 -2.17948 0.43238
H -1.52803 -3.31425 1.38970
O 4.23527 -0.43070 2.45389
H 4.37752 0.46811 2.67544
H 4.52969 -0.98140 1.80497
O -2.84476 -1.65889 -3.53370
H -3.76466 -1.73350 -3.27978
H -2.79772 -0.70766 -3.45433
O 2.36074 -3.43649 -2.45911
H 1.45778 -3.11048 -2.83578
H 3.01723 -2.87237 -2.72974
O 2.40076 0.09846 0.11259
H 2.99086 -0.02169 0.94136
H 2.79921 0.77550 -0.51687
O 0.11948 0.20255 -2.10480
H 1.19880 0.29349 -2.17955
H -0.18122 -0.50280 -2.53846
*
```

The gap between HOMO and LUMO is 10.4 eV. Its highest occupied orbital energy is -10.7 eV.

***

## Q
Entry from the OMol25 dataset: a 19-piece molecular cluster, H38O19 overall (ωB97M-V/def2-TZVPD).

The geometry in ORCA input format:
```
! wB97M-V def2-TZVPD RIJCOSX def2/J DEFGRID3
* xyz 0 1
O -4.32740 2.00907 -1.69856
H -4.51486 2.31546 -0.80768
H -4.60896 1.08602 -1.70699
O -1.16311 3.21353 2.08902
H -0.36495 3.36891 2.59764
H -1.95555 3.00064 2.58424
O 3.57476 0.11817 1.09530
H 2.81435 -0.01554 1.66873
H 4.30633 0.00863 1.71177
O 1.34623 1.24189 -0.95725
H 1.48473 2.10207 -0.52921
H 1.55356 1.66571 -1.79658
O -1.53291 2.44772 -1.60163
H -1.58218 3.34652 -1.27772
H -2.04767 2.35515 -2.40643
O 3.71128 2.28908 -0.87265
H 4.08320 1.76997 -0.14696
H 4.20355 3.11586 -0.79674
O 0.32789 -4.71715 -1.80489
H 0.90977 -4.00383 -2.10565
H 0.90723 -5.23673 -1.22340
O 2.76059 -0.13752 -3.36503
H 3.02117 -0.96147 -2.97330
H 3.03552 0.39219 -4.08796
O 1.93656 -4.60793 0.30657
H 1.01624 -4.39775 0.57200
H 2.08631 -4.70225 1.26877
O -1.85315 0.72451 1.06929
H -1.81178 0.19477 1.86856
H -0.96549 0.75977 0.69495
O -3.74961 -0.31585 -0.49515
H -3.43204 -1.19024 -0.22249
H -3.03210 0.27654 -0.18636
O 0.92644 -1.95196 0.18420
H 1.01709 -1.23395 -0.46356
H 1.47940 -2.65286 -0.20048
O 1.40305 1.49962 3.18396
H 0.70004 1.28358 2.55944
H 2.20721 1.19411 2.75842
O -0.13609 4.60044 0.15072
H 0.63978 5.12326 0.32448
H -0.62665 4.27135 0.93280
O -2.06763 -1.53209 3.05477
H -1.48247 -1.62417 3.80529
H -2.14563 -2.33174 2.56041
O -0.16964 0.38336 4.69439
H -0.75845 1.13152 4.55559
H 0.64442 0.79285 4.94495
O -2.89307 -0.51948 -3.14133
H -3.06712 -1.37419 -2.73743
H -2.90874 0.01167 -2.33826
O -1.79455 -2.38394 -0.65545
H -0.89897 -2.03891 -0.48555
H -1.60220 -2.94963 -1.41540
O 1.98744 -2.73455 -2.74811
H 2.22950 -2.21079 -3.50528
H 1.17932 -2.26942 -2.48280
*
```

The gap between HOMO and LUMO is 9.5 eV. Its highest occupied orbital energy is -9.8 eV.

***

Result of the stability comparison: Q is the most stable of them.

***

## P
Entry from the OMol25 dataset: a 19-piece molecular cluster, H38O19 overall (ωB97M-V/def2-TZVPD).

The geometry in ORCA input format:
```
! wB97M-V def2-TZVPD RIJCOSX def2/J DEFGRID3
* xyz 0 1
O -2.87643 2.99948 0.65529
H -3.70377 3.10545 0.17770
H -2.05072 2.93994 0.14837
O -4.12212 0.40285 -2.29752
H -4.25904 0.68699 -1.44150
H -3.27935 0.92522 -2.29443
O -2.68199 -2.99754 2.27823
H -2.77928 -1.97270 2.30988
H -1.73857 -3.15334 2.21816
O 1.49505 -0.72231 -4.21018
H 1.93484 0.12744 -4.05053
H 2.20367 -1.20822 -4.60674
O -1.02673 3.88440 2.50412
H -1.06963 4.34876 1.72612
H -1.92718 3.55932 2.60110
O 2.76316 -0.25498 -0.03381
H 1.95393 -0.60954 0.25313
H 3.05438 0.44780 0.60237
O 2.06305 -3.26695 -1.65793
H 1.43356 -2.50244 -1.75298
H 1.78502 -3.65085 -2.44489
O -1.43738 2.06734 -2.60436
H -1.35856 2.94902 -2.73086
H -0.56049 1.65933 -2.76510
O -0.93882 1.35727 1.56639
H -1.90372 1.22676 1.34039
H -0.99350 1.38972 2.56838
O 2.14341 1.90042 -1.97715
H 2.83368 2.21416 -2.63893
H 2.74748 1.22959 -1.63567
O -0.94461 -3.85298 -2.56445
H -0.39743 -4.10368 -3.32722
H -0.03501 -3.54124 -2.19930
O -1.04757 -1.73551 3.62823
H -1.12187 -0.81067 3.53836
H -0.41375 -2.27919 4.30096
O 0.56856 -0.47310 -0.90265
H 0.96225 0.24953 -1.43162
H -0.17917 -0.03383 -0.69981
O 1.41623 1.40421 3.80528
H 1.22548 2.19357 3.27853
H 0.64280 1.37142 4.37748
O 2.15075 -1.41213 3.82464
H 1.71376 -0.54152 3.87778
H 2.30326 -1.79757 2.99358
O 3.75783 -1.12520 -2.08487
H 4.14625 -0.83064 -1.29186
H 3.35661 -1.94444 -1.99700
O -3.30586 -0.80807 -0.09223
H -4.27612 -0.84210 -0.01817
H -3.33206 -1.62395 -0.73661
O 2.06664 -2.66749 0.87788
H 1.95635 -3.45535 1.32490
H 1.08479 -2.28457 0.54625
O -0.12088 4.97664 -0.60304
H 0.71694 5.16063 -0.24916
H -0.05404 3.99048 -0.76593
*
```

The gap between HOMO and LUMO is 9.7 eV. Its highest occupied orbital energy is -10.1 eV.

***

## Q
Entry from the OMol25 dataset: a 19-piece molecular cluster, H38O19 overall (ωB97M-V/def2-TZVPD).

The geometry in ORCA input format:
```
! wB97M-V def2-TZVPD RIJCOSX def2/J DEFGRID3
* xyz 0 1
O 0.10547 -0.84309 4.55151
H 0.71851 -0.49930 3.90246
H -0.18257 -0.10546 5.09460
O 3.42963 -0.99772 0.19324
H 3.40947 -0.73004 1.10993
H 3.39836 -0.34220 -0.50680
O -2.87035 1.07286 -1.95669
H -3.47466 1.76294 -2.22559
H -2.86438 0.30521 -2.53628
O 1.70296 0.27733 -3.79747
H 0.86252 0.47532 -3.33276
H 1.36400 -0.24740 -4.53165
O 1.62180 1.58935 5.06662
H 1.03364 2.25962 4.71931
H 1.88797 1.05103 4.31727
O 3.95918 0.06179 -2.24520
H 3.29323 -0.09183 -2.94040
H 4.77803 0.02281 -2.74187
O -4.49515 1.67679 1.79368
H -3.92388 1.04651 2.26038
H -4.00824 1.92306 1.00153
O 2.52398 -2.06885 3.26613
H 1.65109 -2.29741 3.61058
H 2.41358 -2.45510 2.38717
O -0.13365 0.33723 1.93809
H -0.62140 1.14682 1.65453
H -0.03306 0.04140 1.00540
O -0.01403 1.77185 -2.28606
H 0.20153 2.57091 -1.84114
H -0.90168 1.49249 -2.04489
O 1.50943 4.76044 -0.07826
H 2.21562 4.45344 0.46652
H 1.64357 4.78394 -1.01975
O 1.93865 1.25701 -0.69071
H 2.21440 1.14677 -1.59794
H 1.30500 0.58313 -0.39939
O -2.84737 -0.75379 2.75760
H -1.98069 -0.47118 3.12761
H -2.43949 -0.83295 1.88543
O -1.75073 -0.90486 -3.79086
H -1.49223 -1.58165 -4.42284
H -1.42748 -1.33327 -2.98793
O 1.56243 -2.07233 -2.14415
H 2.30395 -1.82748 -1.57477
H 1.34819 -3.00343 -2.11167
O -0.96598 -4.26780 -1.14174
H -1.09751 -4.54528 -2.05173
H -0.98405 -5.06321 -0.60223
O -0.16143 -0.43710 -0.61011
H -0.79270 -1.10178 -0.33422
H 0.21739 -0.85585 -1.39999
O -3.27478 -2.64528 -2.79259
H -3.58010 -2.12723 -3.51490
H -3.49530 -2.24638 -1.95974
O -1.68587 2.26037 2.72392
H -1.42367 3.14305 2.46207
H -2.38596 2.03900 2.09687
*
```

The gap between HOMO and LUMO is 9.6 eV. Its highest occupied orbital energy is -10.1 eV.

***

Result of the stability comparison: Q is the most stable of them.

***

## P
Entry from the OMol25 dataset: a 2-piece molecular cluster, C3H5FOS overall (ωB97M-V/def2-TZVPD).

The geometry in ORCA input format:
```
! wB97M-V def2-TZVPD RIJCOSX def2/J DEFGRID3
* xyz 0 1
C -0.57170 1.08174 1.51334
C -0.82726 0.82001 0.18284
C 1.49240 -0.83363 -1.30793
O -1.68936 -1.62820 0.91713
F -0.62390 1.61540 -0.86475
S -1.59643 -0.80846 -0.29181
H -0.85146 0.34594 2.11436
H -0.04078 1.90839 1.87791
H 1.40519 -1.82143 -1.46465
H 1.47342 -0.36947 -0.41122
H 1.82988 -0.31030 -2.26523
*
```

The gap between HOMO and LUMO (spin up / spin down) is 8.9 / 7.7 eV. Its highest occupied orbital energy (spin up / spin down) is -8.9 / -9.1 eV.

***

## Q
Entry from the OMol25 dataset: the molecule C3H5FOS (ωB97M-V/def2-TZVPD).

The geometry in ORCA input format:
```
! wB97M-V def2-TZVPD RIJCOSX def2/J DEFGRID3
* xyz 0 1
O 0.20945 1.81336 0.19844
C -0.42187 0.73600 -0.47001
C -0.87145 -0.27375 0.46148
F -2.08329 -0.90452 0.05948
C 0.24330 -0.62996 -0.48391
S 1.91653 -0.58073 0.00300
H 1.13216 1.60900 0.11447
H -0.98693 1.10221 -1.31872
H -0.74682 -0.10490 1.54402
H -0.15906 -1.36686 -1.27237
H 1.76798 -1.39984 1.16411
*
```

The gap between HOMO and LUMO is 10.2 eV. Its highest occupied orbital energy is -9.6 eV.

***

## R
Entry from the OMol25 dataset: the molecule C3H5FOS (ωB97M-V/def2-TZVPD).

The geometry in ORCA input format:
```
! wB97M-V def2-TZVPD RIJCOSX def2/J DEFGRID3
* xyz 0 1
F 0.89424 2.08505 -1.58809
C 0.84940 2.01164 -0.20899
C 0.00347 0.86318 0.21956
O 0.67249 -0.34710 -0.16784
C 0.10283 -1.50457 0.11242
S -1.31505 -1.78093 0.86009
H 1.85098 1.91909 0.17863
H 0.43390 2.94573 0.16490
H -0.16219 0.84885 1.29980
H -0.98877 0.88950 -0.24716
H 0.74469 -2.31846 -0.25988
*
```

The gap between HOMO and LUMO is 9.6 eV. Its highest occupied orbital energy is -9.1 eV.

***

Result of the stability comparison: R is the most stable of them.

***

## P
Entry from the OMol25 dataset: a 7-piece molecular cluster, C7H28O7 overall (ωB97M-V/def2-TZVPD).

The geometry in ORCA input format:
```
! wB97M-V def2-TZVPD RIJCOSX def2/J DEFGRID3
* xyz 0 1
C -2.59000 -30.42400 13.34300
O -2.87000 -31.12400 14.44800
H -1.65800 -29.83500 13.59500
H -3.40000 -29.77300 13.00300
H -2.35200 -31.09300 12.47700
H -2.25200 -31.84400 14.53200
C -4.73400 -35.02500 10.43100
O -3.35500 -35.09900 10.53800
H -5.33400 -34.61900 11.25300
H -5.18200 -35.98100 10.20600
H -5.04300 -34.43800 9.56300
H -2.81200 -35.11700 9.69500
C 0.45900 -32.80400 15.23900
O -0.34600 -32.49000 14.14400
H 1.45100 -32.45400 15.12400
H 0.46100 -33.91000 15.49900
H 0.16700 -32.36200 16.19100
H 0.03200 -33.08700 13.42200
C -4.70000 -31.85500 11.14000
O -4.89700 -30.55200 10.74900
H -4.34300 -31.79500 12.16400
H -3.92900 -32.40200 10.58300
H -5.59600 -32.48900 10.93600
H -5.59500 -30.58700 10.13500
C -3.30300 -34.08200 13.57600
O -2.20500 -34.04500 12.64100
H -2.98600 -33.95700 14.63100
H -3.95800 -34.93600 13.54200
H -3.95300 -33.19400 13.44300
H -2.54700 -34.57000 11.91200
C -7.22500 -33.18500 13.06400
O -8.09800 -33.67200 12.00700
H -7.57400 -33.52700 14.02300
H -7.08700 -32.07200 13.01000
H -6.25700 -33.57300 12.94300
H -9.00900 -33.55100 12.30400
C -1.58200 -32.12700 9.55600
O -1.02300 -32.58800 10.70800
H -2.33400 -32.79500 9.21200
H -0.90000 -32.04600 8.72400
H -2.16900 -31.32300 9.75100
H -1.56300 -33.03000 11.42100
*
```

The gap between HOMO and LUMO is 9.7 eV. Its highest occupied orbital energy is -9.3 eV.

***

## Q
Entry from the OMol25 dataset: a 8-piece molecular cluster, C7H28O7 overall (ωB97M-V/def2-TZVPD).

The geometry in ORCA input format:
```
! wB97M-V def2-TZVPD RIJCOSX def2/J DEFGRID3
* xyz 0 1
C 0.02928 3.43113 -0.01199
C -0.19591 2.19139 0.58314
C -1.61348 2.14773 1.23507
C 0.50962 0.97062 0.52653
C 1.74808 0.82760 -0.52600
C 2.09915 -0.64209 -1.06290
C 2.56741 -1.65847 0.10150
H -0.67174 4.20746 0.06527
H 0.96333 3.55088 -0.48753
H -1.96675 3.09723 1.65645
H -1.96247 1.38670 1.90571
H -2.37570 1.99480 0.28956
H 0.97504 0.80970 1.59715
H -0.13451 0.04663 0.40657
H 2.72024 1.02877 0.01873
H 1.66583 1.41554 -1.40097
H 3.05733 -0.56188 -1.62053
H 1.32166 -1.05955 -1.64816
H 3.58315 -2.05080 -0.18620
H 2.74183 -1.09624 1.04440
H 1.86835 -2.48402 0.28590
O 2.91960 3.39770 1.58983
H 2.46661 2.94165 2.13651
H 2.80444 4.34389 1.61974
O -0.72927 -4.28678 1.94069
H -1.09156 -3.91317 1.24724
H -0.51073 -3.56786 2.60003
O -1.35128 -1.56199 3.14210
H -2.28534 -1.49910 3.12708
H -1.04378 -1.04441 2.43935
O 0.79516 0.82526 -3.64737
H 1.26655 1.19240 -4.46880
H 0.89602 1.45693 -2.89661
O -0.90157 -1.13819 -3.51762
H -1.47357 -0.39379 -3.58760
H -0.03542 -0.69824 -3.28027
O -3.39192 -1.58539 0.96856
H -2.61286 -1.79681 0.53567
H -3.98246 -2.43132 1.12168
O -1.62002 -1.44049 -1.07533
H -1.86240 -0.51359 -1.02857
H -0.95172 -1.65023 -1.77082
*
```

The gap between HOMO and LUMO is 9.3 eV. Its highest occupied orbital energy is -9.2 eV.

***

Result of the stability comparison: Q is the most stable of them.